No. 1
The following is a quantum chemistry calculation of C30H28N2SiW as an isolated structure at a distorted geometry, from the OMol25 dataset.

HOMO energy (spin up / spin down), eV: -13.819 / -13.692
Relative energy (zero: lowest compared OMol25 entry of this formula, charge and spin), kcal per mole: 0.0
Net charge: +2
Orbital gap (spin up / spin down), Ha: 0.2207 / 0.2122
Spin multiplicity: 3

CARTESIAN COORDINATES (ANGSTROEM)
C (-0.350, -2.859, 0.569)
C (-0.657, -2.406, -0.761)
C (0.480, -2.643, -1.602)
H (-1.637, -2.141, -1.141)
C (1.493, -3.224, -0.797)
C (0.992, -3.344, 0.560)
H (1.510, -3.811, 1.398)
H (-1.042, -2.885, 1.412)
H (0.551, -2.399, -2.659)
H (2.422, -3.627, -1.187)
W (0.950, -1.171, 0.042)
C (-1.683, 3.286, -2.250)
H (-1.167, 3.065, -3.186)
H (-1.614, 4.353, -2.013)
H (-2.732, 2.984, -2.333)
Si (-0.836, 0.628, -0.727)
C (-2.545, 0.639, 0.102)
C (-3.378, -0.498, 0.180)
H (-3.056, -1.475, -0.179)
C (-4.649, -0.421, 0.758)
H (-5.259, -1.323, 0.828)
C (-5.127, 0.785, 1.274)
H (-6.123, 0.845, 1.717)
C (-4.309, 1.916, 1.206)
H (-4.650, 2.858, 1.629)
C (-3.031, 1.843, 0.642)
H (-2.401, 2.734, 0.644)
C (-1.091, 0.327, -2.565)
C (-2.364, 0.110, -3.120)
H (-3.235, 0.020, -2.472)
C (-2.516, 0.023, -4.506)
H (-3.511, -0.135, -4.927)
C (-1.409, 0.126, -5.354)
H (-1.537, 0.061, -6.441)
C (-0.138, 0.295, -4.798)
H (0.739, 0.350, -5.448)
C (0.029, 0.388, -3.415)
H (1.030, 0.518, -2.998)
H (-0.042, 1.851, -0.443)
H (-1.198, 2.718, -1.398)
C (-0.085, 1.854, 2.989)
C (-0.240, 0.654, 2.303)
N (0.843, 0.058, 1.734)
C (2.099, 0.385, 2.190)
C (2.285, 1.459, 3.097)
C (1.178, 2.276, 3.381)
C (3.601, 1.599, 3.667)
C (4.570, 0.642, 3.465)
C (4.384, -0.448, 2.559)
C (5.271, -1.522, 2.382)
C (4.999, -2.449, 1.388)
C (3.947, -2.242, 0.506)
N (2.947, -1.363, 0.800)
C (3.174, -0.464, 1.819)
H (-0.973, 2.429, 3.228)
H (-1.200, 0.156, 2.167)
H (1.329, 3.205, 3.936)
H (3.791, 2.455, 4.320)
H (5.529, 0.693, 3.983)
H (6.142, -1.601, 3.025)
H (5.621, -3.325, 1.230)
H (3.878, -2.810, -0.412)

No. 2
The following is a quantum chemistry calculation of one molecule with the formula C4H11NS at a distorted geometry, from the OMol25 dataset.

HOMO energy, eV: -9.068
Relative energy (zero: lowest compared OMol25 entry of this formula, charge and spin), kcal per mole: 45.3
Net charge: 0
Orbital gap, Ha: 0.3694
SMILES: NCCCCS

CARTESIAN COORDINATES (ANGSTROEM)
N (-0.875, -1.077, 2.155)
C (-1.435, -0.496, 0.847)
C (-0.444, 0.693, 0.570)
C (0.936, 0.318, -0.141)
C (0.835, -0.275, -1.678)
S (2.057, 0.526, -2.875)
H (-1.628, -1.235, 2.798)
H (0.032, -0.648, 2.502)
H (-1.457, -1.375, 0.023)
H (-2.435, 0.019, 0.825)
H (-0.955, 1.463, -0.194)
H (-0.371, 1.115, 1.590)
H (1.709, -0.347, 0.348)
H (1.476, 1.247, -0.314)
H (-0.277, -0.429, -1.963)
H (1.187, -1.319, -1.654)
H (1.645, 1.820, -2.836)

No. 3
The following is a quantum chemistry calculation of a 2-piece molecular cluster, C2H8N2 overall at a distorted geometry, from the OMol25 dataset.

HOMO energy, eV: -9.486
Relative energy (zero: lowest compared OMol25 entry of this formula, charge and spin), kcal per mole: 20.4
Net charge: 0
Orbital gap, Ha: 0.3839
SMILES: C=NC.N

CARTESIAN COORDINATES (ANGSTROEM)
C (-0.591, 1.349, 0.328)
N (0.186, 1.006, 1.251)
C (1.589, 0.857, 1.056)
H (-0.144, 1.790, -0.574)
H (-1.666, 1.225, 0.374)
H (2.048, 1.349, 0.190)
H (1.849, -0.203, 0.957)
H (2.105, 1.166, 1.966)
N (-1.508, -1.964, -1.577)
H (-1.899, -2.882, -1.392)
H (-1.395, -1.597, -0.645)
H (-0.573, -2.096, -1.935)

- Which value of net charge does entry 2 give?
  0

- The highest relative energy (zero: lowest compared OMol25 entry of this formula, charge and spin) belongs to which entry?
  C4H11NS